Record 1
Density functional theory data (ωB97M-V/def2-TZVPD) for C11H16ClO5PPd as an isolated structure at a distorted geometry.

```
35
Properties=species:S:1:pos:R:3:forces:R:3
Cl 3.33851 -1.19248 -0.70639 0.601 -0.195 -0.227
C 1.63159 1.18457 2.34426 -0.224 0.097 0.353
C 0.58711 1.92294 1.71142 0.180 -0.081 -0.012
C 1.07272 2.38943 0.45896 0.953 -0.245 -0.280
H -0.39901 2.10894 2.11863 0.083 -0.058 -0.036
C 2.45537 1.97467 0.32143 -0.563 0.989 0.218
C 2.77971 1.23628 1.52352 0.218 0.084 -0.419
H 3.77278 0.83727 1.71568 -0.273 0.004 0.172
H 1.56801 0.69476 3.31336 -0.004 0.143 -0.225
H 0.57389 3.01284 -0.27386 -0.121 -0.046 0.221
C 3.38839 2.36777 -0.77471 -0.076 -0.342 -0.059
Pd 1.23170 -0.02620 -0.07792 -0.405 0.414 0.585
C 0.97303 -0.02256 -2.03302 -0.133 0.005 -4.913
O 0.91078 -0.17179 -3.16506 0.066 0.359 2.937
C 1.22291 -1.71231 0.98321 0.276 -4.345 2.477
O 1.32022 -2.75757 1.43966 -0.343 2.840 -1.211
H 2.83277 2.49956 -1.71294 0.231 0.083 0.205
H 4.13680 1.57867 -0.91174 -0.023 0.344 -0.052
H 3.90995 3.31034 -0.54424 -0.204 -0.227 0.034
C -3.25948 1.16068 -1.08761 -0.866 0.634 -0.881
O -2.33618 0.73078 -0.07022 1.398 -1.344 -0.203
P -1.30576 -0.50282 -0.20012 -2.958 -1.063 0.760
O -1.58813 -1.44818 1.06344 1.352 1.126 -0.924
C -2.67047 -2.25818 1.55005 -0.764 -0.494 0.416
O -1.80062 -1.36285 -1.49010 0.740 0.751 0.883
C -1.33143 -2.75408 -1.61947 -0.111 0.122 0.206
H -2.93365 0.88559 -2.09965 0.054 0.015 0.386
H -3.32196 2.25670 -1.01752 0.027 -0.485 0.035
H -4.25813 0.72766 -0.92057 0.501 0.083 0.152
H -2.24813 -3.22944 1.83001 -0.024 0.250 -0.163
H -3.07054 -1.78995 2.44927 0.068 0.065 -0.134
H -3.49002 -2.40878 0.83886 0.366 0.231 -0.118
H -0.23717 -2.77062 -1.75185 -0.409 -0.040 -0.054
H -1.61428 -3.30078 -0.70738 0.140 0.083 -0.461
H -1.84127 -3.17087 -2.49738 0.246 0.239 0.335
```
Positions in Å, forces in eV/Å.

The gap between HOMO and LUMO (spin up / spin down) is 8.95 / 5.71 eV. The charge is +2. The energy above the lowest of the compared OMol25 structures with the same formula, charge and spin is 0.00 kcal/mol. The calculation puts the calculated total energy at -47174.850 eV. As for the spin multiplicity: 5.

Okay, here come the Mulliken numbers, in e, for every atom:
1 Cl 0.0066
2 C -0.6559
3 C -0.1229
4 C -0.4433
5 H 0.5603
6 C 0.2272
7 C -0.0348
8 H 0.4823
9 H 0.5297
10 H 0.4982
11 C -1.2710
12 Pd 0.4625
13 C 0.0796
14 O -0.1128
15 C 0.2621
16 O -0.1095
17 H 0.3227
18 H 0.2928
19 H 0.3573
20 C -0.6560
21 O -0.3424
22 P 1.0556
23 O -0.3087
24 C -0.7693
25 O -0.3538
26 C -0.5739
27 H 0.3295
28 H 0.2730
29 H 0.2911
30 H 0.3347
31 H 0.2623
32 H 0.3609
33 H 0.2231
34 H 0.2737
35 H 0.2689



Record 2
Density functional theory data (ωB97M-V/def2-TZVPD) for one molecule with the formula C11H16N2O5 at a distorted geometry.

```
34
Properties=species:S:1:pos:R:3:forces:R:3
C 0.61121 3.16345 -1.74445 0.182 -0.131 -0.080
C 1.68609 2.18044 -2.18114 -0.059 -0.025 0.060
C 1.56918 0.80713 -1.58348 -0.025 0.309 -0.047
C 0.52535 0.35933 -0.86541 0.172 0.300 -0.197
N 0.46318 -0.90080 -0.33601 -0.039 -0.099 -0.226
C -0.69118 -1.36433 0.43786 0.230 -0.867 0.461
C -0.48010 -1.15154 1.94369 -0.234 0.245 -0.152
C -1.27009 0.14111 2.21042 0.133 -0.467 -0.668
O -1.66208 0.34292 3.52697 -0.251 0.036 0.559
C -2.41881 -0.01836 1.19615 -0.232 0.426 0.491
C -3.12447 1.27323 0.78206 0.279 -0.369 -0.452
O -4.12547 1.52340 1.73722 -0.228 0.055 0.287
O -1.84391 -0.65886 0.06617 0.017 0.342 -0.187
C 1.48870 -1.80945 -0.50228 -0.154 0.175 0.019
O 1.46222 -2.92211 -0.02698 -0.006 -0.367 0.175
N 2.54247 -1.34237 -1.24104 0.475 -0.247 -0.178
C 2.69544 -0.08821 -1.82394 -0.232 -0.142 0.159
O 3.69269 0.17495 -2.45870 0.094 0.087 -0.079
H -0.37296 2.83915 -2.07690 -0.150 0.034 0.009
H 0.81203 4.14079 -2.17748 -0.070 0.065 -0.005
H 0.60196 3.26832 -0.66072 -0.066 0.046 0.108
H 2.67630 2.56589 -1.92269 -0.038 -0.008 -0.088
H 1.67445 2.07853 -3.27019 0.100 0.049 0.011
H -0.35427 0.95885 -0.67602 0.072 0.034 -0.036
H -0.80091 -2.42915 0.18713 0.001 0.362 0.085
H -0.91977 -1.97653 2.50844 -0.021 0.034 0.002
H 0.57277 -1.07703 2.19913 0.034 -0.067 0.024
H -0.66065 1.01443 1.95256 -0.075 -0.053 -0.087
H -2.33583 -0.30497 3.77020 0.070 0.075 -0.047
H -3.19196 -0.67315 1.63287 0.091 0.054 -0.003
H -2.40639 2.10194 0.73277 0.018 -0.059 -0.052
H -3.55719 1.11692 -0.21595 0.087 0.049 0.069
H -4.54483 2.36744 1.54746 0.031 -0.026 0.007
H 3.30405 -2.00027 -1.38187 -0.206 0.151 0.060
```
Positions in Å, forces in eV/Å.

The gap between HOMO and LUMO is 9.45 eV. The energy above the lowest of the compared OMol25 structures with the same formula, charge and spin is 3.90 kcal/mol. The calculation puts the calculated total energy at -24885.108 eV. Its SMILES is CCc1cn([C@H]2C[C@H](O)[C@@H](CO)O2)c(=O)[nH]c1=O.

Okay, here come the Mulliken numbers, in e, for every atom:
1 C -1.4250
2 C -0.0970
3 C 0.0694
4 C -0.0123
5 N 0.1616
6 C -0.3792
7 C -0.8100
8 C -0.0209
9 O -0.5561
10 C 0.0444
11 C -0.8603
12 O -0.5301
13 O -0.5127
14 C 0.3455
15 O -0.6501
16 N -0.0173
17 C 0.0010
18 O -0.6585
19 H 0.3196
20 H 0.4015
21 H 0.3392
22 H 0.3753
23 H 0.3065
24 H 0.4746
25 H 0.5721
26 H 0.2571
27 H 0.3558
28 H 0.2398
29 H 0.3991
30 H 0.6372
31 H 0.2545
32 H 0.4009
33 H 0.3259
34 H 0.2482



Record 3
Density functional theory data (ωB97M-V/def2-TZVPD) for a 2-piece molecular cluster, C11H16N2OS overall at a distorted geometry.

```
31
Properties=species:S:1:pos:R:3:forces:R:3
C 4.42847 0.47988 2.49924 -0.282 0.129 -1.185
C 3.24908 0.31718 3.15908 -1.910 -0.173 -1.464
C 4.64342 -0.17949 1.29317 -3.007 -1.282 1.636
C 2.26762 -0.49851 2.60446 0.268 -0.332 1.334
C 3.66177 -1.03460 0.82614 0.362 1.971 1.515
C -3.43846 -0.19648 -1.10252 0.820 -0.799 -1.246
C -4.39820 0.92334 -1.13322 0.220 -0.184 2.681
C -1.92658 1.57275 -0.80499 1.767 3.410 -1.337
C -1.30641 2.06611 -2.17898 2.020 -2.828 -2.428
C -1.06833 -1.96223 -0.82990 -0.608 2.833 -1.153
C -1.07428 -0.59247 -0.71622 2.762 -4.358 0.890
N 2.47835 -1.14521 1.44586 1.128 0.035 1.054
N -2.17442 0.14223 -0.88022 -3.658 1.142 -0.002
O -2.08776 -2.62889 -1.29378 -2.224 2.257 0.448
S -3.50423 2.42338 -0.65496 -0.043 0.005 0.687
H 5.08760 1.22020 2.83818 1.262 0.607 0.526
H 2.89086 0.97159 3.91142 0.306 0.163 1.173
H 5.55023 -0.21154 0.87137 3.152 0.328 -1.841
H 1.43864 -0.70156 3.26938 -0.604 -0.193 -0.794
H 3.68237 -1.63901 0.00363 0.855 -1.270 -2.222
H -3.81840 -1.26044 -1.32973 1.171 1.806 0.682
H -4.88334 1.16178 -2.05882 -0.796 -0.739 -0.364
H -5.01990 0.62938 -0.21304 -0.206 0.590 -1.709
H -1.17672 1.87093 -0.00291 -1.279 -0.811 -0.585
H -1.15316 3.11777 -2.46773 -0.976 -0.107 1.018
H -1.91855 1.54149 -3.05054 1.177 1.221 1.724
H -0.16404 1.71085 -2.36197 -2.511 0.205 0.694
H 2.02227 -1.97470 1.11416 -1.321 -0.002 0.419
H -0.18205 -2.47192 -0.85603 2.367 -1.143 0.593
H -0.12569 -0.13371 -0.39462 -0.951 0.052 -0.357
H -1.98016 -3.51810 -1.50588 0.736 -2.531 -0.388
```
Positions in Å, forces in eV/Å.

The gap between HOMO and LUMO is 7.57 eV. The charge is +2. The energy above the lowest of the compared OMol25 structures with the same formula, charge and spin is 0.00 kcal/mol. The calculation puts the calculated total energy at -27510.640 eV.

Okay, here come the Mulliken numbers, in e, for every atom:
1 C -0.0256
2 C -0.5483
3 C -0.7958
4 C -0.0355
5 C -0.0243
6 C -0.1301
7 C -0.6280
8 C -0.2302
9 C -0.9068
10 C -0.1727
11 C -0.2108
12 N -0.0904
13 N 0.1775
14 O -0.4436
15 S -0.0348
16 H 0.4451
17 H 0.3830
18 H 0.5008
19 H 0.4042
20 H 0.4734
21 H 0.4030
22 H 0.4294
23 H 0.3347
24 H 0.3288
25 H 0.3945
26 H 0.2880
27 H 0.2405
28 H 0.3158
29 H 0.4399
30 H 0.3330
31 H 0.3852



Record 4
Density functional theory data (ωB97M-V/def2-TZVPD) for one molecule with the formula C11H16N3O9P at a distorted geometry.

```
40
Properties=species:S:1:pos:R:3:forces:R:3
O -5.10651 -1.24358 0.28078 -0.225 -0.856 0.927
C -4.11611 -0.68680 -0.11476 -1.355 -1.194 -0.071
C -2.73400 -1.08569 0.21201 1.528 -1.022 -1.389
C -1.68103 -0.54574 -0.80590 -1.044 -0.409 -1.208
C -0.21781 -0.87425 -0.45664 2.110 2.818 -0.088
O 0.28619 -1.94884 -0.36040 -0.952 -3.406 0.297
N 0.71632 0.14782 -0.37082 -2.937 1.761 -0.557
C 2.10548 0.00887 -0.05633 -0.196 -1.957 0.535
C 2.22841 -0.54505 1.39013 1.183 1.695 0.762
O 2.65635 -1.98312 1.43851 0.671 3.889 -0.315
P 1.69690 -2.87019 2.22700 -6.099 -0.954 3.210
O 0.45763 -2.40454 2.97324 0.715 1.341 -2.701
O 1.30400 -3.90973 1.09765 0.828 -0.551 0.562
O 2.34529 -3.51745 3.49074 2.199 -2.994 -0.147
C 2.65813 1.37051 -0.26647 0.497 2.280 -0.524
O 2.46173 2.16128 0.87289 -0.098 2.582 -0.523
C 1.77791 2.02527 -1.35292 -0.728 -0.250 -1.322
O 1.64059 3.44900 -1.38701 0.545 0.416 -0.865
C 0.44287 1.31274 -1.21353 -2.092 -1.768 -0.763
C -0.92357 1.89540 -0.78602 0.151 1.577 -1.125
N -1.99539 0.91336 -0.95168 -0.043 -2.126 -0.652
C -3.32979 1.26170 -1.18520 1.725 3.268 0.635
O -3.63720 2.43040 -1.40383 0.292 -0.817 -0.374
N -4.30931 0.34093 -0.96542 0.602 0.622 -0.893
H -2.68359 -2.15000 0.43820 -0.051 -0.108 -0.540
H -2.44673 -0.66368 1.10865 0.310 1.203 2.259
H -1.83299 -1.08252 -1.81710 0.216 0.796 1.318
H 2.54545 -0.65072 -0.78778 0.548 -0.657 -0.098
H 1.25516 -0.28228 1.87093 0.619 -1.254 -0.185
H 2.94292 0.10225 2.00149 -0.433 -1.272 -0.978
H 1.02637 -3.28558 0.40575 -0.418 -0.415 -0.696
H 1.68609 -4.23151 3.71335 1.011 1.037 0.234
H 3.70888 1.36335 -0.62511 -0.310 -0.113 0.525
H 2.31750 3.09679 0.46445 0.410 -1.973 1.539
H 2.14986 1.68611 -2.31026 0.352 0.071 -0.318
H 1.66440 3.83608 -2.32480 0.121 -1.250 2.133
H 0.24721 0.88530 -2.23049 -0.118 0.484 0.361
H -1.13133 2.77120 -1.47162 -0.029 -0.792 1.100
H -0.93220 2.16797 0.26603 0.353 0.526 0.026
H -5.24407 0.73492 -1.00770 0.144 -0.231 -0.090
```
Positions in Å, forces in eV/Å.

The gap between HOMO and LUMO is 9.16 eV. The energy above the lowest of the compared OMol25 structures with the same formula, charge and spin is 33.53 kcal/mol. The calculation puts the calculated total energy at -43854.954 eV. Its SMILES is O=C1C[C@@H]2C(=O)N3[C@H](COP(=O)(O)O)[C@H](O)[C@H](O)[C@@H]3CN2C(=O)N1.

Okay, here come the Mulliken numbers, in e, for every atom:
1 O -0.6121
2 C 0.2670
3 C -0.7893
4 C 0.4203
5 C -0.0294
6 O -0.7198
7 N 0.3619
8 C -0.0744
9 C -0.8917
10 O -0.3622
11 P 0.8817
12 O -0.7118
13 O -0.5810
14 O -0.5111
15 C -0.3824
16 O -0.5805
17 C -0.1996
18 O -0.6726
19 C 0.1206
20 C -0.9309
21 N 0.2452
22 C 0.3252
23 O -0.6694
24 N -0.0995
25 H 0.3728
26 H 0.4984
27 H 0.1513
28 H 0.4596
29 H 0.3944
30 H 0.4607
31 H 0.6454
32 H 0.3536
33 H 0.3569
34 H 0.4001
35 H 0.5081
36 H 0.3897
37 H 0.2548
38 H 0.2959
39 H 0.3395
40 H 0.3147



Record 5
Density functional theory data (ωB97M-V/def2-TZVPD) for a 2-piece molecular cluster, C11H16NO2 overall at a distorted geometry.

```
30
Properties=species:S:1:pos:R:3:forces:R:3
C 1.21173 3.63575 -0.94283 0.010 2.223 -0.324
C 1.16055 2.91718 -2.14848 0.066 1.716 0.960
C 0.93822 3.06782 0.28950 -0.787 0.400 -0.367
C 0.84521 1.60070 -2.07350 0.602 -2.254 1.406
C 0.63573 1.73908 0.38626 1.072 -2.496 1.114
C 0.73061 0.91639 -0.75612 0.467 2.454 -2.367
C -0.94161 -0.94282 0.17661 4.259 -0.272 -1.081
C 0.13259 -2.42676 2.87579 -1.935 3.090 -3.403
C 1.04358 -1.28693 -1.78136 -0.891 -2.387 2.151
C -3.16015 -0.11420 0.34137 0.793 -1.504 1.937
C 0.05499 -2.79669 1.31466 1.695 2.585 1.757
N 0.91331 -0.43041 -0.62814 -2.523 -1.060 2.585
O -1.73969 -0.03283 -0.05768 -1.209 0.766 -0.232
O -1.13922 -2.01796 0.81941 -0.080 0.290 -0.237
H 1.40071 4.75622 -0.94161 -0.079 -1.612 -0.210
H 1.37924 3.44194 -3.09124 -0.202 -0.520 0.486
H 0.83829 3.68841 1.15642 0.319 0.267 0.331
H 0.97900 1.06650 -3.00585 -0.366 -0.436 0.206
H 0.60313 1.20468 1.41062 -0.284 1.023 -1.701
H 0.32990 -1.28579 2.80605 -0.380 -1.689 0.587
H -0.82935 -2.59379 3.40714 0.873 -0.168 -0.363
H 0.97952 -2.83764 3.28830 1.684 -1.256 1.168
H 0.55539 -0.85764 -2.57075 -1.063 0.614 -2.470
H 0.50897 -2.27080 -1.50704 1.014 1.347 -0.663
H 2.07368 -1.53095 -1.98748 0.409 0.194 0.011
H -3.11798 -0.74147 1.31018 -0.846 0.947 -1.779
H -3.65880 -0.50266 -0.51817 -0.432 -0.882 -0.203
H -3.55395 0.86338 0.48704 0.283 0.878 0.382
H -0.20189 -3.79635 1.16703 -0.326 -1.496 -0.576
H 1.02829 -2.43236 0.77385 -2.142 -0.760 0.894
```
Positions in Å, forces in eV/Å.

The gap between HOMO and LUMO (spin up / spin down) is 7.28 / 7.29 eV. The charge is +1. The energy above the lowest of the compared OMol25 structures with the same formula, charge and spin is 82.56 kcal/mol. The calculation puts the calculated total energy at -17240.069 eV.

Okay, here come the Mulliken numbers, in e, for every atom:
1 C -0.1817
2 C -0.8251
3 C -0.7903
4 C -0.2669
5 C 0.1895
6 C 0.7500
7 C 0.6316
8 C -0.9524
9 C -1.0733
10 C -0.6399
11 C -0.1830
12 N -0.1715
13 O -0.1983
14 O -0.3322
15 H 0.2872
16 H 0.4010
17 H 0.4027
18 H 0.2517
19 H 0.1342
20 H 0.1931
21 H 0.3015
22 H 0.4060
23 H 0.5383
24 H 0.2894
25 H 0.3275
26 H 0.3203
27 H 0.2894
28 H 0.2741
29 H 0.3456
30 H 0.2813



Record 6
Density functional theory data (ωB97M-V/def2-TZVPD) for a 2-piece molecular cluster, C11H16NO2S overall at a distorted geometry.

```
31
Properties=species:S:1:pos:R:3:forces:R:3
C 1.14304 -3.62931 0.71345 1.502 -0.943 -0.476
C 0.75974 -3.26902 -0.60247 0.551 1.166 2.304
C 1.53387 -2.62627 1.60031 -0.035 -0.616 0.367
C 0.69156 -1.92059 -0.93530 -0.430 -0.997 1.533
C 1.29047 -1.28041 1.27250 0.758 -2.434 1.071
C 0.87152 -0.92371 0.03172 1.122 -2.143 -0.569
C 0.99126 0.86053 -1.48853 0.171 -2.357 -1.520
C -3.65623 1.54034 -0.50999 -1.728 -0.802 1.321
C -2.24832 1.99023 -0.29345 2.320 2.501 -3.061
C -1.42169 1.14601 0.61829 0.371 -0.948 -0.457
C 0.11588 1.34662 0.63339 0.016 0.174 2.573
N 0.79552 0.40112 -0.32960 -2.836 1.484 1.966
O 2.87345 1.37183 -1.26518 2.178 1.065 -0.005
O 3.28038 1.07696 1.14736 0.172 0.331 -0.740
S 3.67157 1.67184 -0.09963 0.292 -0.101 0.732
H 1.38444 -4.72043 0.93475 -0.675 1.617 -0.186
H 0.55141 -4.04502 -1.27155 -0.355 -0.753 -1.149
H 2.09382 -2.86920 2.56114 -1.179 0.329 -1.309
H 0.29955 -1.66840 -1.85972 -0.469 0.548 -1.846
H 1.57381 -0.68797 2.07604 0.235 1.892 0.764
H 1.46579 0.28321 -2.28517 -0.809 -0.162 0.355
H 0.46071 1.70595 -1.73943 -0.303 2.337 -0.562
H -4.33210 1.80331 0.32684 0.373 0.066 -0.200
H -3.77167 0.40567 -0.54287 0.477 1.406 -0.402
H -4.09247 2.01446 -1.38549 0.012 -0.253 -0.124
H -1.83185 2.03284 -1.38951 -0.105 -0.582 1.681
H -2.00678 3.10261 -0.04841 -1.306 -1.613 0.049
H -1.83718 1.27668 1.61263 0.211 -0.152 0.302
H -1.55962 0.07974 0.33306 -0.081 0.434 0.410
H 0.54643 2.33890 0.39230 -0.777 -0.309 0.078
H 0.36371 1.19148 1.79254 0.326 -0.184 -2.902
```
Positions in Å, forces in eV/Å.

The gap between HOMO and LUMO is 7.45 eV. The charge is +1. The energy above the lowest of the compared OMol25 structures with the same formula, charge and spin is 52.19 kcal/mol. The calculation puts the calculated total energy at -28077.333 eV.

Okay, here come the Mulliken numbers, in e, for every atom:
1 C -0.3990
2 C -0.7634
3 C -0.6856
4 C -0.5550
5 C -0.0266
6 C 0.5249
7 C -0.4656
8 C -1.2915
9 C -0.1103
10 C -0.5491
11 C -0.7927
12 N 0.5423
13 O -0.3181
14 O -0.2709
15 S 0.6240
16 H 0.3060
17 H 0.4641
18 H 0.3181
19 H 0.5025
20 H 0.3550
21 H 0.3320
22 H 0.4033
23 H 0.3241
24 H 0.2929
25 H 0.3740
26 H 0.0576
27 H 0.2776
28 H 0.5045
29 H 0.2047
30 H 0.6142
31 H 0.2060